# 1
The molecule C22H19ClN2O6 in a non-equilibrium geometry. Source: OMol25; level of theory: ωB97M-V with the def2-TZVPD basis set.

Results
Structure (SMILES): O=C(O)c1c(Cc2cc3c(cc2Cl)OCO3)c(-c2ccccc2)nn1CC1OCCO1
E_tot in a.u.: -1870.7639
Energy relative to the best compared isomer or geometry (same formula, charge and spin) in kJ/mol: 5.1
Frontier orbital gap in eV: 8.86

Positions of all 50 atoms, in Å:
O  2.55526  -0.96680  3.79642
Cl  3.76924  -0.07013  -3.26288
N  -0.50160  -1.62323  0.94804
O  2.81970  0.96452  2.69042
O  0.42363  4.02557  -3.53623
O  0.04736  3.97698  -1.27696
O  -2.82255  -0.49242  2.79742
O  -2.56030  -1.86080  4.54836
C  2.24780  -0.21945  2.85041
C  0.31019  -1.38534  -0.04179
C  1.30357  -0.61751  1.79419
C  1.49716  -0.68856  0.47646
C  -0.53279  -1.77060  -4.20633
C  0.44995  -2.52654  -3.63673
C  -1.46350  -0.97346  -3.36602
C  1.96064  1.94909  -3.48164
C  0.73346  -2.38136  -2.23501
C  -1.10627  -0.79630  -2.00830
C  1.22925  1.87991  -0.87091
C  2.45505  0.99152  -2.63429
C  0.96981  2.90738  -3.01117
C  0.77631  2.85711  -1.69143
C  -0.11713  -1.52838  -1.41947
C  2.07432  0.88314  -1.31097
N  0.08734  -1.24500  2.08043
C  -0.13908  4.81918  -2.42403
C  2.62985  -0.30285  -0.44073
C  -3.80343  -0.10622  3.71892
C  -3.86098  -1.29432  4.51579
C  -2.02859  -1.71030  3.23292
C  -0.50618  -1.41402  3.37100
H  3.39411  1.00663  3.46774
H  -0.56357  -1.83529  -5.30888
H  1.13817  -3.00599  -4.41417
H  -2.35988  -0.46511  -3.66596
H  2.40988  1.95567  -4.42786
H  1.61714  -2.81310  -1.73038
H  -1.92680  -0.25583  -1.40319
H  1.02793  1.85096  0.18999
H  -1.13196  5.23640  -2.62675
H  0.53587  5.70437  -2.31940
H  3.55890  0.02446  0.02993
H  2.90713  -1.09017  -1.15078
H  -4.69760  0.07094  3.17665
H  -3.34853  0.74229  4.28909
H  -4.64843  -1.91225  4.03680
H  -4.12199  -1.02966  5.55475
H  -2.13655  -2.58277  2.53358
H  -0.35373  -0.47075  4.03990
H  -0.19753  -2.41160  3.76305

Forces on atoms 1 to 3 (eV/Å):
O -0.9 1.7 -1.8
Cl -0.9 0.6 0.2
N -0.8 -0.7 0.8

Which charges does Mulliken predict for the atoms? In e, they are: atom 1 (O): -0.58, atom 2 (Cl): -0.25, atom 3 (N): -0.88, atom 4 (O): -0.37, atom 5 (O): -0.51, atom 6 (O): -0.52, atom 7 (O): -0.35, atom 8 (O): -0.38, atom 9 (C): 0.05, atom 10 (C): 0.21, atom 11 (C): 0.06, atom 12 (C): 0.51, atom 13 (C): -0.29, atom 14 (C): -0.62, atom 15 (C): -0.78, atom 16 (C): -0.92, atom 17 (C): -0.18, atom 18 (C): -0.19, atom 19 (C): -0.63, atom 20 (C): 0.64, atom 21 (C): 0.58, atom 22 (C): 0.46, atom 23 (C): 0.20, atom 24 (C): 0.30, atom 25 (N): 0.88, atom 26 (C): -0.22, atom 27 (C): -1.43, atom 28 (C): -0.33, atom 29 (C): -0.43, atom 30 (C): 0.21, atom 31 (C): -0.48, atom 32 (H): 0.34, atom 33 (H): 0.34, atom 34 (H): 0.26, atom 35 (H): 0.43, atom 36 (H): 0.55, atom 37 (H): 0.42, atom 38 (H): 0.25, atom 39 (H): 0.41, atom 40 (H): 0.25, atom 41 (H): 0.23, atom 42 (H): 0.54, atom 43 (H): 0.46, atom 44 (H): 0.24, atom 45 (H): 0.25, atom 46 (H): 0.29, atom 47 (H): 0.31, atom 48 (H): 0.25, atom 49 (H): 0.24, atom 50 (H): 0.18

***

# 2
The ion C22H19F4 with charge +1 in a non-equilibrium geometry. Source: OMol25; level of theory: ωB97M-V with the def2-TZVPD basis set.

Results
Net charge: +1
E_tot in a.u.: -1248.8073
Energy relative to the best compared isomer or geometry (same formula, charge and spin) in kJ/mol: 110.7
Frontier orbital gap in eV: 5.64

Positions of all 45 atoms, in Å:
F  -4.30708  4.38610  -0.37469
C  -4.27474  2.99916  -0.45795
C  -5.50171  2.32526  -0.41825
C  -5.42625  0.93911  -0.54819
F  -6.61352  0.21321  -0.51767
C  -4.23632  0.22719  -0.61735
C  -2.98595  0.93364  -0.55971
C  -1.72787  0.22335  -0.50981
C  -0.55586  0.84459  -0.27195
C  0.70326  0.06094  -0.30344
C  1.87086  0.93730  -0.69658
C  2.75197  0.50176  -1.69107
C  3.80591  1.36055  -2.05291
F  4.67933  0.89481  -3.03071
C  4.07034  2.57154  -1.41943
C  3.12236  2.99617  -0.49441
F  3.36961  4.19288  0.17381
C  2.01518  2.21017  -0.12347
C  -3.04515  2.35780  -0.50627
H  -6.44904  2.84331  -0.34145
H  -4.22078  -0.85097  -0.71224
H  -1.75192  -0.80562  -0.85299
H  -0.48649  1.91866  -0.21393
H  0.62302  -0.89061  -0.83683
H  2.53400  -0.41833  -2.24941
H  4.95019  3.15642  -1.67852
H  1.26646  2.68909  0.53621
H  -2.13773  2.95837  -0.52945
C  1.20306  -3.64843  0.45489
C  -0.13692  -2.87385  0.54369
C  0.13297  -1.82171  1.64945
C  1.05495  -2.57835  2.62884
C  2.12069  -2.94504  1.52348
C  2.32143  -1.60571  0.89018
C  1.10377  -0.82546  0.94409
H  1.09516  -4.74528  0.62267
H  1.68425  -3.51316  -0.53340
H  -0.29674  -2.39894  -0.43919
H  -0.97906  -3.55693  0.73367
H  -0.77430  -1.32543  2.03657
H  1.48049  -1.92859  3.38371
H  0.59488  -3.46188  3.09279
H  2.99904  -3.51734  1.88621
H  3.23223  -1.21895  0.40230
H  1.12201  0.18927  1.47867

Forces on atoms 1 to 3 (eV/Å):
F 0.2 -1.9 -0.2
C -0.4 0.9 0.4
C 0.8 -0.4 -0.4

Which charges does Mulliken predict for the atoms? In e, they are: atom 1 (F): -0.30, atom 2 (C): 0.38, atom 3 (C): -0.68, atom 4 (C): 0.41, atom 5 (F): -0.30, atom 6 (C): -0.88, atom 7 (C): 0.68, atom 8 (C): -0.15, atom 9 (C): -1.22, atom 10 (C): 1.12, atom 11 (C): -0.18, atom 12 (C): -0.55, atom 13 (C): 0.33, atom 14 (F): -0.29, atom 15 (C): -0.71, atom 16 (C): 0.11, atom 17 (F): -0.30, atom 18 (C): -0.59, atom 19 (C): -0.90, atom 20 (H): 0.48, atom 21 (H): 0.44, atom 22 (H): 0.43, atom 23 (H): 0.00, atom 24 (H): 0.95, atom 25 (H): 0.46, atom 26 (H): 0.49, atom 27 (H): 0.49, atom 28 (H): 0.51, atom 29 (C): -0.92, atom 30 (C): -0.59, atom 31 (C): -0.24, atom 32 (C): -0.74, atom 33 (C): -0.30, atom 34 (C): -0.50, atom 35 (C): -0.10, atom 36 (H): 0.35, atom 37 (H): 0.40, atom 38 (H): 0.18, atom 39 (H): 0.48, atom 40 (H): 0.52, atom 41 (H): 0.40, atom 42 (H): 0.37, atom 43 (H): 0.52, atom 44 (H): 0.56, atom 45 (H): 0.38

***

# 3
A structure of composition C22H19N2O2S3SbSn. Source: OMol25; level of theory: ωB97M-V with the def2-TZVPD basis set.

Results
Net charge: -1
<S²>: 0.7564
E_tot in a.u.: -2759.0345
Spin multiplicity: 2
Energy relative to the best compared isomer or geometry (same formula, charge and spin) in kJ/mol: 57.5
Frontier orbital gap (alpha / beta) in eV: 7.42 / 5.32

Positions of all 50 atoms, in Å:
Sn  -0.18290  0.70441  0.66590
S  2.87810  -1.74016  2.95327
Sb  2.57642  0.59028  2.67986
S  2.37199  0.79556  0.32404
S  0.20851  0.89050  3.07220
C  -0.46633  2.78800  -0.00712
C  0.74447  3.50187  -0.43603
C  1.57345  4.13065  0.49869
C  2.71829  4.79263  0.11011
C  3.06528  4.84969  -1.24034
C  2.25245  4.22947  -2.18457
C  1.10849  3.56519  -1.78134
C  4.25993  5.54529  -1.65394
N  5.21214  6.10050  -1.98565
H  -1.20654  2.64002  -0.78465
H  -0.89827  3.16877  0.91626
H  1.31331  4.06920  1.54970
H  3.36070  5.26190  0.84422
H  2.52421  4.27187  -3.23145
H  0.48647  3.06809  -2.51739
C  -4.25971  0.55871  -0.42271
C  -2.78307  0.60819  -0.15433
O  -1.96906  0.34536  -1.07018
O  -2.38021  0.89695  1.03015
H  -4.54797  -0.49200  -0.50020
H  -4.48000  1.04666  -1.37057
H  -4.81261  1.02248  0.38969
C  -3.74401  -3.58390  1.38912
C  -3.32938  -2.53245  2.19466
C  -2.17856  -1.81540  1.89920
C  -1.41622  -2.10987  0.76263
C  -1.84116  -3.18034  -0.03978
C  -2.98074  -3.90411  0.27239
N  -0.26801  -1.37437  0.42435
C  0.78466  -2.12280  -0.14517
C  1.34589  -1.79158  -1.37578
C  2.39109  -2.53404  -1.90751
C  2.88943  -3.63753  -1.23074
C  2.32122  -3.99595  -0.01452
C  1.28492  -3.24645  0.52405
H  -4.63703  -4.14779  1.62906
H  -3.89821  -2.27441  3.08094
H  -1.85248  -1.02696  2.56026
H  -1.26874  -3.42986  -0.92407
H  -3.28171  -4.72260  -0.37213
H  0.93323  -0.95633  -1.92799
H  2.81870  -2.24411  -2.86020
H  3.70877  -4.21203  -1.64466
H  2.70294  -4.84910  0.53453
H  0.84786  -3.51804  1.47774

Forces on atoms 1 to 3 (eV/Å):
Sn 0.1 0.0 0.0
S 0.1 -0.2 0.1
Sb -0.2 0.1 -0.1

Which charges does Mulliken predict for the atoms? In e, they are: atom 1 (Sn): 1.57, atom 2 (S): -0.34, atom 3 (Sb): 0.38, atom 4 (S): -0.62, atom 5 (S): -0.60, atom 6 (C): -1.64, atom 7 (C): 0.52, atom 8 (C): -0.30, atom 9 (C): -0.81, atom 10 (C): 0.59, atom 11 (C): -0.80, atom 12 (C): -0.24, atom 13 (C): 0.02, atom 14 (N): -0.56, atom 15 (H): 0.52, atom 16 (H): 0.54, atom 17 (H): 0.42, atom 18 (H): 0.42, atom 19 (H): 0.42, atom 20 (H): 0.38, atom 21 (C): -1.45, atom 22 (C): 1.25, atom 23 (O): -0.63, atom 24 (O): -0.78, atom 25 (H): 0.28, atom 26 (H): 0.36, atom 27 (H): 0.32, atom 28 (C): -0.52, atom 29 (C): -0.63, atom 30 (C): -0.17, atom 31 (C): 0.21, atom 32 (C): -0.04, atom 33 (C): -0.60, atom 34 (N): 0.24, atom 35 (C): -0.70, atom 36 (C): -0.14, atom 37 (C): -0.67, atom 38 (C): -0.41, atom 39 (C): -0.71, atom 40 (C): -0.23, atom 41 (H): 0.37, atom 42 (H): 0.39, atom 43 (H): 0.26, atom 44 (H): 0.44, atom 45 (H): 0.36, atom 46 (H): 0.54, atom 47 (H): 0.37, atom 48 (H): 0.37, atom 49 (H): 0.36, atom 50 (H): 0.67

***

# 4
The ion C22H19N2O5S with charge -1 in a non-equilibrium geometry. Source: OMol25; level of theory: ωB97M-V with the def2-TZVPD basis set.

Results
Structure (SMILES): Cc1ccc(O[C@@H]2C(=[N+]([O-])[O-])c3ccccc3N2S(=O)(=O)c2ccc(C)cc2)cc1
Net charge: -1
E_tot in a.u.: -1733.5608
Frontier orbital gap in eV: 5.98

Positions of all 49 atoms, in Å:
C  4.22919  -5.57801  -0.04428
C  2.96989  -4.71332  0.05897
C  3.05819  -3.30150  0.02057
C  1.93074  -2.48239  0.19189
C  0.60865  -3.06461  0.23322
O  -0.55130  -2.40153  0.12924
C  0.52325  -4.47825  0.28388
C  1.66950  -5.24961  0.21173
H  3.99044  -6.63917  -0.06969
H  4.77588  -5.32604  -0.95489
H  4.92958  -5.39821  0.78145
H  4.08228  -2.86358  -0.06773
H  2.14197  -1.39476  0.17379
H  -0.46365  -4.94112  0.28500
H  1.61923  -6.33431  0.26538
C  1.41113  6.12605  -0.41271
C  0.97695  4.70748  -0.66133
C  0.48988  4.36285  -1.92217
C  0.13613  3.05313  -2.20510
C  0.24383  2.08845  -1.19953
S  -0.09677  0.37079  -1.61331
O  -0.82962  0.35412  -2.83690
O  1.13188  -0.37076  -1.45337
N  -1.16459  -0.22980  -0.49017
C  -2.41462  0.34643  -0.28075
C  -2.90171  1.51809  -0.84693
C  -3.89598  2.22277  -0.19858
C  -4.51214  1.69199  0.97333
C  -4.07950  0.45922  1.48029
C  -2.95038  -0.18977  0.89907
C  -2.00384  -1.08672  1.43902
N  -2.25397  -1.84625  2.59605
O  -3.32175  -1.59986  3.24196
O  -1.39666  -2.71442  2.95123
C  -0.74006  -0.97359  0.65430
C  0.74096  2.41572  0.06416
C  1.07692  3.73521  0.33561
H  1.80794  6.24409  0.60460
H  2.19405  6.41217  -1.13372
H  0.57434  6.83043  -0.54557
H  0.39517  5.13366  -2.68628
H  -0.21939  2.78281  -3.19508
H  -2.47654  1.97444  -1.73552
H  -4.21526  3.23647  -0.50287
H  -5.28159  2.28327  1.51873
H  -4.54161  0.01583  2.35347
H  0.30690  -0.85049  1.16566
H  0.86385  1.64826  0.81865
H  1.43221  4.01438  1.32523

Forces on atoms 1 to 3 (eV/Å):
C -0.4 0.6 0.0
C -0.6 0.7 0.1
C 0.2 -0.7 0.7

Which charges does Mulliken predict for the atoms? In e, they are: atom 1 (C): -1.34, atom 2 (C): 0.79, atom 3 (C): -0.87, atom 4 (C): -0.03, atom 5 (C): 0.83, atom 6 (O): -0.33, atom 7 (C): -0.64, atom 8 (C): -0.59, atom 9 (H): 0.34, atom 10 (H): 0.32, atom 11 (H): 0.28, atom 12 (H): 0.26, atom 13 (H): 0.18, atom 14 (H): 0.37, atom 15 (H): 0.24, atom 16 (C): -1.42, atom 17 (C): 1.08, atom 18 (C): -0.66, atom 19 (C): -0.39, atom 20 (C): 0.03, atom 21 (S): 1.46, atom 22 (O): -0.74, atom 23 (O): -0.66, atom 24 (N): 0.05, atom 25 (C): 0.38, atom 26 (C): -0.53, atom 27 (C): -0.72, atom 28 (C): -0.36, atom 29 (C): -0.91, atom 30 (C): 0.66, atom 31 (C): -0.64, atom 32 (N): 0.86, atom 33 (O): -0.74, atom 34 (O): -0.70, atom 35 (C): 0.06, atom 36 (C): -0.35, atom 37 (C): -1.02, atom 38 (H): 0.33, atom 39 (H): 0.33, atom 40 (H): 0.32, atom 41 (H): 0.36, atom 42 (H): 0.47, atom 43 (H): 0.44, atom 44 (H): 0.34, atom 45 (H): 0.31, atom 46 (H): 0.39, atom 47 (H): 0.49, atom 48 (H): 0.40, atom 49 (H): 0.28

***

Looking at molecular weight for the records above, in order, we have 442.85, 359.39, 680.08, 423.47 Da.